Density functional theory data (wB97M-V/def2-TZVPD) for a single C9H6N4 molecule in a non-equilibrium geometry.

Values from the calculation:
* ΔE to the lowest compared entry with this formula, charge and spin: 179.8 kJ/mol
* E_tot: -15389.0763 eV
* LUMO: -0.3 eV
* SMILES string: c1ccc2c(c1)ncc1nncn12

CARTESIAN COORDINATES (ANGSTROEM)
C (-2.25, -1.38, 0.10)
C (-2.20, 0.77, -0.08)
C (-1.40, 1.99, -0.24)
C (0.56, 0.99, 0.02)
C (1.98, 1.17, 0.18)
C (2.77, 0.01, 0.23)
C (2.28, -1.21, -0.09)
C (0.89, -1.50, -0.29)
C (0.02, -0.33, -0.12)
H (-2.03, -2.47, 0.28)
H (-1.98, 2.92, -0.33)
H (2.38, 2.15, 0.45)
H (3.73, 0.25, 0.44)
H (3.03, -2.05, -0.09)
H (0.63, -2.51, -0.61)
N (-3.43, -0.94, 0.28)
N (-3.42, 0.43, 0.08)
N (-0.16, 2.11, -0.05)
N (-1.39, -0.41, -0.17)

=====

Density functional theory data (wB97M-V/def2-TZVPD) for 3 unconnected molecules or ions with the total composition C4H13NO2 in a non-equilibrium geometry.

Values from the calculation:
* ΔE to the lowest compared entry with this formula, charge and spin: 255.2 kJ/mol
* E_tot: -9941.5511 eV
* LUMO: 0.5 eV
* SMILES string: CC/C=C/N.O.O

CARTESIAN COORDINATES (ANGSTROEM)
C (1.53, -0.83, 1.81)
C (0.38, -1.75, 1.17)
C (-1.03, -1.25, 1.22)
C (-1.58, -0.75, 2.34)
N (-2.89, -0.34, 2.69)
H (1.91, -0.13, 1.10)
H (2.44, -1.41, 2.09)
H (1.05, -0.23, 2.57)
H (0.74, -1.73, 0.17)
H (0.60, -2.75, 1.59)
H (-1.65, -1.19, 0.33)
H (-0.91, -0.33, 2.98)
H (-3.21, -1.23, 2.85)
H (-3.49, 0.05, 1.91)
H (2.82, 2.86, -3.06)
H (1.33, 3.14, -3.21)
O (2.11, 3.29, -2.63)
H (0.54, 1.51, -5.69)
H (-0.76, 1.53, -5.37)
O (0.07, 1.55, -4.85)

=====

Density functional theory data (wB97M-V/def2-TZVPD) for 2 unconnected molecules or ions with the total composition C3H7NO2.

Values from the calculation:
* ΔE to the lowest compared entry with this formula, charge and spin: 293.5 kJ/mol
* E_tot: -8807.4871 eV
* LUMO: 1.0 eV

CARTESIAN COORDINATES (ANGSTROEM)
C (1.20, -0.84, -1.40)
C (1.24, 0.43, -0.98)
O (0.67, 1.49, -1.57)
C (-0.69, 0.16, 1.30)
O (-1.09, -0.97, 0.71)
N (-1.55, 0.46, 2.27)
H (1.77, -1.60, -0.88)
H (0.72, -1.13, -2.33)
H (-0.44, -1.12, -0.01)
H (1.78, 0.74, -0.09)
H (0.16, 1.19, -2.33)
H (-1.41, 1.30, 2.80)
H (-2.36, -0.11, 2.51)

=====

Number 1: frontier orbital gap 8.80 eV, E_HOMO -9.1235 eV. Number 2: frontier orbital gap 9.48 eV, E_HOMO -9.0030 eV. Number 3: frontier orbital gap 9.51 eV, E_HOMO -8.5288 eV.